C3H6OSi | the ωB97M-V functional and the def2-TZVPD basis

Properties
* electronic energy: -482.42205 Ha
* HOMO-LUMO gap (alpha / beta): 7.93 / 5.57 eV
* lowest unoccupied orbital energy (alpha / beta): 0.0 / -0.7 eV
* HOMO level (alpha / beta): -8.0 / -6.2 eV
* relative energy (zero: lowest compared OMol25 entry of this formula, charge and spin): 118.2 kcal/mol

Last column: natural (NBO) charge in e.
Atoms and positions in Å:
C: 2.27479 0.55082 0.33376  -0.3266
C: 1.65340 -0.39062 -0.43288  -0.4389
C: 0.54207 -1.09649 -0.06829  0.6059
O: -0.67097 -1.06624 0.13459  -0.5180
Si: -2.75190 0.22178 0.03528  0.4971
H: 3.43518 0.73336 0.19831  0.2014
H: 1.92563 1.03817 1.16455  0.1957
H: 2.17878 -0.81476 -1.32521  0.2554
H: -1.88934 1.36383 -0.13315  -0.1557
H: -2.85267 -0.90481 -0.86477  -0.1520
H: -3.84496 0.36497 0.95782  -0.1645

C3H6OSi | the ωB97M-V functional and the def2-TZVPD basis

Properties
* electronic energy: -482.52411 Ha
* HOMO-LUMO gap: 9.45 eV
* lowest unoccupied orbital energy: 0.5 eV
* structure (SMILES): O=C1C[C@H]1[SiH3]
* HOMO level: -9.0 eV
* relative energy (zero: lowest compared OMol25 entry of this formula, charge and spin): 54.2 kcal/mol

Last column: natural (NBO) charge in e.
Atoms and positions in Å:
O: 2.12275 0.19164 -1.34110  -0.4970
C: 1.39119 0.11976 -0.39750  0.5831
C: 0.76265 0.90501 0.66488  -0.5516
C: 0.47832 -0.57604 0.47176  -0.6294
Si: -1.48374 -0.63860 -0.40046  0.8167
H: 1.35792 1.29713 1.45938  0.2329
H: 0.03497 1.67861 0.35055  0.2268
H: 0.78298 -1.42491 1.16876  0.2653
H: -2.50014 -1.65767 -0.02906  -0.1361
H: -0.98261 -0.56149 -1.86405  -0.1334
H: -1.96429 0.66656 -0.08315  -0.1774

C3H6P2 | the ωB97M-V functional and the def2-TZVPD basis

Properties
* electronic energy: -800.51268 Ha
* HOMO-LUMO gap: 8.79 eV
* lowest unoccupied orbital energy: 0.3 eV
* HOMO level: -8.5 eV
* relative energy (zero: lowest compared OMol25 entry of this formula, charge and spin): 31.8 kcal/mol

Last column: natural (NBO) charge in e.
Atoms and positions in Å:
C: 0.20705 -0.00085 -0.51420  -0.6494
C: -1.54784 -1.68331 0.30849  -0.8512
C: 1.17135 1.05635 -0.77572  -0.6945
P: 0.01880 -1.66250 -0.84141  0.6112
P: -1.29234 0.46180 0.47030  0.4889
H: -2.38328 -2.14030 -0.21299  0.2184
H: -1.53709 -2.02256 1.29671  0.2145
H: 0.86871 1.87539 -0.10335  0.2139
H: 0.98031 1.46135 -1.83774  0.2439
H: 2.16229 0.61515 -0.53830  0.2397
H: -0.44788 0.59456 1.68010  -0.0353

C3H6S2 | the ωB97M-V functional and the def2-TZVPD basis

Properties
* electronic energy: -914.26467 Ha
* HOMO-LUMO gap: 9.64 eV
* lowest unoccupied orbital energy: 0.9 eV
* structure (SMILES): C1CSCS1
* HOMO level: -8.7 eV
* relative energy (zero: lowest compared OMol25 entry of this formula, charge and spin): 6.9 kcal/mol

Last column: natural (NBO) charge in e.
Atoms and positions in Å:
C: 0.67728 0.97509 -0.24369  -0.5097
C: -0.79773 0.87851 0.13084  -0.5682
S: -1.43686 -0.72573 -0.30056  0.2021
C: 0.07047 -1.72457 0.09358  -0.6598
S: 1.48566 -0.67238 -0.19418  0.1841
H: 0.78010 1.40003 -1.22883  0.2127
H: 1.22170 1.61905 0.48915  0.2253
H: -0.83574 1.07322 1.19526  0.2123
H: -1.19393 1.68817 -0.47019  0.2438
H: 0.00931 -2.53834 -0.59507  0.2420
H: 0.01974 -1.97305 1.12370  0.2153

C3H6S3 | the ωB97M-V functional and the def2-TZVPD basis

Properties
* electronic energy: -1312.44318 Ha
* HOMO-LUMO gap: 8.20 eV
* lowest unoccupied orbital energy: -0.2 eV
* HOMO level: -8.4 eV
* relative energy (zero: lowest compared OMol25 entry of this formula, charge and spin): 10.6 kcal/mol

Last column: natural (NBO) charge in e.
Atoms and positions in Å:
C: -0.63015 1.43591 -0.58728  -0.7618
C: 1.75781 -0.00647 -0.00854  -0.5512
C: -0.64156 -1.44576 0.57844  -0.7709
H: -1.48080 1.15280 0.04129  0.2182
H: -0.81616 2.45210 -0.91785  0.2386
H: -0.54656 0.79516 -1.44972  0.2370
H: -0.53705 -0.80744 1.46620  0.2385
H: -0.84080 -2.46833 0.90960  0.2417
H: -1.49394 -1.08285 -0.02984  0.2197
S: 0.92419 1.49625 0.34965  0.3309
S: 3.39431 -0.01318 -0.00138  0.0281
S: 0.91069 -1.50818 -0.35056  0.3313

C3H6S3 | the ωB97M-V functional and the def2-TZVPD basis

Properties
* electronic energy: -1312.24500 Ha
* HOMO-LUMO gap (alpha / beta): 5.57 / 5.99 eV
* lowest unoccupied orbital energy (alpha / beta): 0.6 / -2.8 eV
* HOMO level (alpha / beta): -4.9 / -8.8 eV
* spin multiplicity: 3
* relative energy (zero: lowest compared OMol25 entry of this formula, charge and spin): 57.0 kcal/mol

Last column: Löwdin spin population.
Atoms and positions in Å:
C: 0.49490 0.83101 -0.08187  0.1566
C: -1.05095 0.01136 0.24555  0.2894
C: 1.74844 0.03960 -0.10206  0.0229
S: -0.36862 1.33020 1.32107  1.2213
S: -0.98329 -1.69381 0.81246  0.1589
S: -2.43192 0.34248 -0.92439  0.0889
H: 0.32017 1.57906 -0.86887  0.0275
H: 2.10442 -0.14092 -1.12394  0.0030
H: 1.50647 -0.83352 0.60471  0.0013
H: 2.58737 0.62764 0.19187  0.0037
H: -2.04228 -1.57785 1.69346  0.0158
H: -1.88471 -0.51525 -1.76797  0.0106

C3H7AgO3 | the ωB97M-V functional and the def2-TZVPD basis

Properties
* electronic energy: -490.89045 Ha
* HOMO-LUMO gap (alpha / beta): 9.12 / 6.16 eV
* lowest unoccupied orbital energy (alpha / beta): 0.6 / -2.7 eV
* HOMO level (alpha / beta): -8.6 / -8.9 eV
* spin multiplicity: 3
* relative energy (zero: lowest compared OMol25 entry of this formula, charge and spin): 48.4 kcal/mol

Last column: Löwdin spin population.
Atoms and positions in Å:
C: 0.47700 -2.35111 -0.60520  0.1141
O: -0.82199 -1.94934 -0.80125  0.3895
H: 0.59100 -3.33979 -0.12568  0.0069
H: 1.07189 -2.33162 -1.53680  0.0102
H: 1.12970 -1.24036 0.09513  0.0571
O: -2.04585 1.55866 -0.51730  0.0517
C: -0.93952 1.92974 0.14648  0.0373
O: -0.33085 0.66161 0.59655  0.1849
C: 1.01933 0.55305 0.87035  0.6730
Ag: -1.83367 -0.37879 -0.48961  0.3851
H: -1.12648 2.48471 1.08718  0.0015
H: -0.18163 2.46054 -0.46300  0.0048
H: 1.69282 0.74591 0.03219  0.0408
H: 1.29825 1.19679 1.71097  0.0431

C3H7BO | the ωB97M-V functional and the def2-TZVPD basis

Properties
* electronic energy: -218.36669 Ha
* HOMO-LUMO gap (alpha / beta): 6.28 / 6.30 eV
* lowest unoccupied orbital energy (alpha / beta): 0.8 / -4.3 eV
* HOMO level (alpha / beta): -5.5 / -10.6 eV
* spin multiplicity: 3
* relative energy (zero: lowest compared OMol25 entry of this formula, charge and spin): 39.7 kcal/mol

Last column: Löwdin spin population.
Atoms and positions in Å:
B: -0.60080 0.35927 -0.47740  0.2299
C: 1.45777 -0.00960 -0.64616  0.6256
C: -1.32727 -0.78830 0.42985  0.1421
C: 0.80763 0.73277 0.38158  0.4703
O: 0.58785 -0.28299 -1.48873  0.3093
H: -1.21361 1.24380 -1.04970  0.0309
H: -1.42430 -0.49170 1.47834  0.0004
H: 2.45538 -0.36498 -0.92244  0.0798
H: -2.37331 -0.98096 0.09957  0.0398
H: -0.76477 -1.77047 0.58710  0.0016
H: 1.14947 0.62869 1.45805  0.0225
H: 1.24595 1.72448 0.14993  0.0476

C3H7Br2N2 | the ωB97M-V functional and the def2-TZVPD basis

Properties
* electronic energy: -5375.55993 Ha
* HOMO-LUMO gap (alpha / beta): 6.44 / 6.29 eV
* lowest unoccupied orbital energy (alpha / beta): -3.2 / -8.4 eV
* HOMO level (alpha / beta): -9.7 / -14.7 eV
* spin multiplicity: 3
* charge: +1
* relative energy (zero: lowest compared OMol25 entry of this formula, charge and spin): 11.0 kcal/mol

Last column: Löwdin spin population.
Atoms and positions in Å:
C: 0.70994 -0.86864 0.65475  0.0688
C: 1.03952 -0.06642 -0.55082  0.3982
C: -1.33775 0.33578 0.46978  0.1309
N: -0.72510 -0.87821 0.68931  0.0240
N: -0.02575 0.94750 -0.81350  0.0247
Br: 2.76511 0.74469 -0.14525  1.2853
Br: -3.06336 0.40177 -0.27404  0.0242
H: 1.28987 -1.72571 0.63739  0.0006
H: 0.95799 -0.48162 1.68408  0.0157
H: 1.12963 -0.69401 -1.48052  0.0163
H: -1.12446 1.15329 1.20187  0.0036
H: -1.17530 -1.58892 0.14347  0.0022
H: 0.12165 1.87561 -0.58627  0.0048
H: -0.56200 0.84489 -1.63023  0.0006

C3H7BrClFN2O2 | the ωB97M-V functional and the def2-TZVPD basis

Properties
* electronic energy: -3512.25857 Ha
* HOMO-LUMO gap (alpha / beta): 8.77 / 8.77 eV
* lowest unoccupied orbital energy (alpha / beta): -0.4 / -0.4 eV
* HOMO level (alpha / beta): -9.2 / -9.2 eV
* relative energy (zero: lowest compared OMol25 entry of this formula, charge and spin): 0.0 kcal/mol

Last column: natural (NBO) charge in e.
Atoms and positions in Å:
C: 0.99183 -2.32969 0.58695  -0.2491
C: 0.17378 -0.08645 0.46181  -0.0945
C: -1.04154 0.77306 0.85317  -0.0923
N: -2.82540 1.56178 -0.54078  0.3680
N: -2.47108 1.94463 -2.36721  -0.5139
O: 0.13137 -1.35501 1.12669  -0.5459
O: -2.01711 0.53946 -0.18929  -0.3835
F: -4.02345 0.98347 -0.60934  -0.2078
Cl: -3.13099 0.61864 -3.15780  0.1578
Br: -3.29877 3.50819 -2.85885  0.2286
H: 2.22555 -2.02753 0.58374  0.1428
H: 0.79167 -2.57417 -0.46995  0.1779
H: 0.98355 -3.20357 1.29829  0.2059
H: 1.02117 0.46334 0.79181  0.1873
H: -0.06775 -0.28601 -0.67532  0.2070
H: -0.73096 1.75814 0.82494  0.1962
H: -1.59055 0.43565 1.76789  0.2155